No. 1
The molecule C20H29N3O2, computed with wB97M-V/def2-TZVPD.

```
! wB97M-V def2-TZVPD RIJCOSX def2/J DEFGRID3
* xyz 0 1
C 3.2263 -2.5361 -4.5997
N 2.9836 -2.1375 -3.2284
C 2.4391 -3.1904 -2.3977
C 1.0172 -3.5852 -2.8141
N 0.2244 -2.3964 -3.0442
C 0.6768 -1.1485 -3.2431
O -0.0874 -0.2214 -3.4610
C 2.1844 -0.9300 -3.1280
C 2.4831 -0.1737 -1.8061
C 1.5314 -0.5338 -0.6711
O 1.7855 -1.3846 0.1615
N 0.3941 0.1874 -0.6632
H 0.1793 0.7688 -1.4598
C -0.6660 -0.0540 0.2845
H -0.3986 -0.9607 0.8343
H -1.6019 -0.2269 -0.2567
C -0.8665 1.1050 1.2920
C -1.9841 0.6408 2.2148
C -1.7121 -0.1762 3.3088
C -2.7236 -0.6414 4.1299
C -4.0419 -0.3117 3.8718
C -4.3330 0.4768 2.7740
C -3.3180 0.9403 1.9550
H -3.5896 1.5436 1.1035
H -5.3581 0.7338 2.5483
H -4.8327 -0.6708 4.5137
H -2.4778 -1.2681 4.9750
H -0.6981 -0.4648 3.5343
C -1.2065 2.4036 0.5431
C -1.3900 3.5676 1.5141
C -0.1135 3.7931 2.3182
C 0.2902 2.5114 3.0403
C 0.4490 1.3692 2.0418
H 0.8042 0.4682 2.5401
H 1.2116 1.6411 1.3082
H -0.4754 2.2519 3.7747
H 1.2302 2.6665 3.5742
H -0.2656 4.5978 3.0405
H 0.6914 4.0969 1.6439
H -2.2126 3.3516 2.1983
H -1.6436 4.4730 0.9577
H -2.0939 2.2790 -0.0787
H -0.3767 2.6400 -0.1269
H 2.4198 0.8986 -1.9900
H 3.4988 -0.4298 -1.5043
H 2.4761 -0.2713 -3.9531
H -0.7775 -2.5142 -3.1192
H 1.0388 -4.1921 -3.7297
H 0.5481 -4.1778 -2.0240
H 2.4325 -2.8330 -1.3667
H 3.0937 -4.0618 -2.4554
H 3.8017 -3.4603 -4.5976
H 2.3119 -2.6899 -5.1901
H 3.8208 -1.7636 -5.0875
*
```

Values from the calculation:
SMILES string	CN1CCNC(=O)[C@H]1CC(=O)NCC1(c2ccccc2)CCCCC1
E	-1094.3059	Ha
energy above the lowest of the compared OMol25 structures with the same formula, charge and spin	18.7	kcal/mol

Atom charges from the natural (NBO) analysis, given in e for atoms 1 to 6: atom 1 (C): -0.41, atom 2 (N): -0.44, atom 3 (C): -0.25, atom 4 (C): -0.24, atom 5 (N): -0.61, atom 6 (C): 0.67

---

No. 2
A structure of composition C52H45AsClIMoN5O3PS in a non-equilibrium geometry, computed with wB97M-V/def2-TZVPD.

```
! wB97M-V def2-TZVPD RIJCOSX def2/J DEFGRID3
* xyz 2 3
Mo 1.0125 -0.4482 -0.9997
C 2.7694 -0.5248 3.6027
C 2.2397 -1.3919 2.5005
C 2.7904 -1.3460 1.2198
C 2.3114 -2.1635 0.1809
C 1.1828 -2.9721 0.4313
C 0.6550 -3.0475 1.7136
C 1.2080 -2.3018 2.7415
H 3.8581 -0.5550 3.6468
H 2.3724 -0.8375 4.5664
H 2.4743 0.5144 3.4358
H 3.6926 -0.7661 1.0535
H 2.9855 -2.3747 -0.6463
H 0.8288 -3.6785 -0.3061
H -0.1490 -3.7415 1.9231
H 0.8544 -2.4475 3.7550
Cl -1.9056 -2.5777 -6.9854
C -1.4434 -1.6745 -5.6005
C -1.8586 -0.3719 -5.4669
C -1.5033 0.3754 -4.3415
I -1.9303 2.4132 -4.2306
C -0.7647 -0.1989 -3.3146
O -0.4328 0.3990 -2.1888
C -0.2764 -1.5033 -3.4898
N 0.5812 -1.9171 -2.5076
C 1.1447 -3.1138 -2.6793
C 0.8620 -3.9437 -3.7577
C -0.0051 -3.5358 -4.7412
C -0.5969 -2.2663 -4.6303
H -2.4522 0.0798 -6.2495
H 1.8916 -3.4378 -1.9752
H 1.3683 -4.8961 -3.8150
H -0.2032 -4.1570 -5.6036
N 8.6323 1.3879 -4.9781
C 7.4964 0.7603 -4.5872
C 6.3891 0.6798 -5.4556
C 5.2299 0.0666 -5.0495
C 5.1503 -0.4720 -3.7703
C 6.2296 -0.4175 -2.8988
C 7.3921 0.1979 -3.3009
S 3.6470 -1.1830 -3.2499
O 2.7130 -1.1914 -4.3455
O 3.8892 -2.4229 -2.5588
N 2.9345 -0.2217 -2.0316
C 2.7252 1.0884 -2.3152
N 1.6242 1.5116 -1.6605
C 1.1813 2.7564 -1.8435
C 1.8778 3.6254 -2.6443
C 3.0218 3.1210 -3.2630
N 3.4404 1.8752 -3.1095
H 8.7319 1.6956 -5.9279
H 9.4607 1.3469 -4.4140
H 6.4630 1.0990 -6.4511
H 4.3724 -0.0077 -5.7048
H 6.1548 -0.8685 -1.9169
H 8.2434 0.2415 -2.6335
H 0.2569 3.0266 -1.3475
H 1.5419 4.6388 -2.7980
H 3.6250 3.7369 -3.9214
C -1.7564 -0.7366 2.0690
C -1.1772 -0.2777 3.3974
As -2.2284 -0.8378 5.0302
C -2.9405 0.9012 5.5695
C -3.2440 1.9284 4.6819
C -3.7497 3.1360 5.1386
C -3.9599 3.3294 6.4964
C -3.6710 2.3089 7.3903
C -3.1596 1.1048 6.9289
C -3.8453 -1.6167 4.2374
C -4.8030 -0.8761 3.5483
C -5.9543 -1.4883 3.0754
C -6.1685 -2.8409 3.3018
C -5.2207 -3.5850 3.9878
C -4.0645 -2.9743 4.4534
P -1.0348 0.0050 0.4943
C -2.5777 0.3515 -0.3996
C -3.2273 -0.7823 -0.8946
C -4.4490 -0.6671 -1.5343
C -5.0318 0.5842 -1.6858
C -4.3752 1.7132 -1.2241
C -3.1422 1.6041 -0.5948
C -0.3038 1.5671 1.0736
C 1.0890 1.5852 1.0094
C 1.8291 2.6605 1.4642
C 1.1595 3.7448 2.0128
C -0.2280 3.7443 2.0932
C -0.9598 2.6617 1.6304
H -2.8229 -0.5180 2.0160
H -1.6493 -1.8194 1.9690
H -1.0826 0.8027 3.4654
H -0.1790 -0.6817 3.5438
H -3.1007 1.7837 3.6188
H -3.9784 3.9279 4.4352
H -4.3455 4.2741 6.8559
H -3.8313 2.4563 8.4499
H -2.9202 0.3136 7.6301
H -4.6757 0.1888 3.3996
H -6.6908 -0.9043 2.5380
H -7.0818 -3.3087 2.9588
H -5.3863 -4.6388 4.1694
H -3.3320 -3.5523 5.0055
H -2.7657 -1.7584 -0.7712
H -4.9527 -1.5494 -1.9065
H -5.9934 0.6797 -2.1719
H -4.8147 2.6923 -1.3619
H -2.6313 2.5029 -0.2806
H 1.5929 0.6930 0.5950
H 2.9098 2.6623 1.3952
H 1.7206 4.5891 2.3895
H -0.7434 4.5901 2.5288
H -2.0362 2.6650 1.7133
*
```

Values from the calculation:
⟨S²⟩	2.032
E	-6308.9553	Ha
energy above the lowest of the compared OMol25 structures with the same formula, charge and spin	58.8	kcal/mol

Atom charges from the Mulliken analysis, given in e for atoms 1 to 6: atom 1 (Mo): -1.42, atom 2 (C): -1.61, atom 3 (C): 0.81, atom 4 (C): -0.12, atom 5 (C): -1.35, atom 6 (C): 0.05

---

No. 3
The ion C2H3ClNO3S with charge -1 in a non-equilibrium geometry, computed with wB97M-V/def2-TZVPD.

```
! wB97M-V def2-TZVPD RIJCOSX def2/J DEFGRID3
* xyz -1 1
C -0.3009 -1.2151 -0.6899
C 0.9137 0.8762 0.6362
N 0.5214 -1.7017 -1.4952
O -1.4710 1.2283 1.3255
O -0.8539 2.3364 -0.7340
O -1.1355 -0.3120 -0.7616
S -0.6115 1.2592 0.2049
Cl -0.6040 -2.1413 0.8477
H 1.5254 1.5553 0.2206
H 0.9391 0.6799 1.6327
H 1.0774 -2.5651 -1.1870
*
```

Values from the calculation:
SMILES string	[H]/N=C(\Cl)O[S@](=C)(=O)[O-]
E	-1216.8464	Ha
energy above the lowest of the compared OMol25 structures with the same formula, charge and spin	44.4	kcal/mol

Atom charges from the natural (NBO) analysis, given in e for atoms 1 to 6: atom 1 (C): 0.64, atom 2 (C): -1.13, atom 3 (N): -0.73, atom 4 (O): -0.96, atom 5 (O): -0.94, atom 6 (O): -0.71

---

No. 4
A structure of composition C20H17BrN4O2PdS in a non-equilibrium geometry, computed with wB97M-V/def2-TZVPD.

```
! wB97M-V def2-TZVPD RIJCOSX def2/J DEFGRID3
* xyz 0 1
Pd 0.0744 -0.5879 0.0482
Br -0.4938 -5.6705 6.0453
C 0.7294 -4.2322 6.1136
C 0.8538 -3.4924 7.2757
C 1.7336 -2.4205 7.3011
C 2.4585 -2.0664 6.1695
C 2.3660 -2.8619 5.0245
C 1.5034 -3.9414 4.9970
N 3.3035 -0.9215 6.3408
N 3.8068 -0.2745 5.4038
C 3.2342 -0.1677 4.1142
C 4.1309 0.0416 3.0882
C 3.7701 -0.0342 1.7344
C 2.4601 -0.3002 1.3883
O 2.0367 -0.4751 0.1574
C 1.4982 -0.3348 2.4460
N 0.1943 -0.4215 2.0397
C -0.7861 -0.3660 2.9100
C -0.5210 -0.1782 4.2763
C 0.7716 -0.1188 4.7160
C 1.8422 -0.2338 3.7986
H 0.2777 -3.7520 8.1528
H 1.8607 -1.8317 8.2004
H 2.9866 -2.6611 4.1622
H 1.4274 -4.5560 4.1105
H 5.1644 0.2109 3.3641
H 4.5081 0.0918 0.9541
H -1.7933 -0.4535 2.5267
H -1.3498 -0.0811 4.9626
H 0.9775 0.0363 5.7660
C 0.1653 2.8269 -2.4098
C 1.2693 3.5591 -1.6476
C 1.3655 2.7297 -0.3678
O 0.0786 2.1036 -0.1918
C -0.7820 2.5025 -1.2702
H 0.5570 1.9009 -2.8386
H -0.2957 3.4175 -3.1995
H 0.9487 4.5777 -1.4227
H 2.2174 3.6029 -2.1812
H 1.5924 3.3293 0.5151
H 2.1125 1.9390 -0.4569
H -1.3484 3.3911 -0.9724
H -1.4798 1.6902 -1.4669
S -4.4855 0.0400 0.3246
C -2.9727 -0.4231 0.0672
N -1.8660 -0.7723 -0.1342
*
```

Values from the calculation:
E	-4241.8421	Ha
energy above the lowest of the compared OMol25 structures with the same formula, charge and spin	0.0	kcal/mol

Atom charges from the natural (NBO) analysis, given in e for atoms 1 to 6: atom 1 (Pd): 1.08, atom 2 (Br): 0.07, atom 3 (C): -0.08, atom 4 (C): -0.24, atom 5 (C): -0.21, atom 6 (C): 0.12

---

energy above the lowest of the compared OMol25 structures with the same formula, charge and spin of number 1 (C20H29N3O2)?
18.7 kcal/mol

---

The highest energy above the lowest of the compared OMol25 structures with the same formula, charge and spin belongs to which entry?
C52H45AsClIMoN5O3PS

---

What is the E in the fourth record?
-4241.8421 Ha